Entry 1:
ORCA calculation (wB97M-V/def2-TZVPD) on 2 unconnected molecules or ions with the total composition C3H8O2 at a distorted geometry.

```
13
Properties=species:S:1:pos:R:3:forces:R:3
C -3.286571 1.981063 1.220750 -1.39 1.46 -0.88
O -3.354668 2.385491 -0.192039 1.01 -1.39 0.63
H -2.426448 2.380267 1.740833 0.22 0.42 -0.28
H -4.210780 2.473058 1.537646 0.30 -0.47 1.20
H -3.304551 0.919501 1.419949 -0.17 -0.41 -0.36
H -3.790961 1.630885 -0.606135 0.02 0.36 -0.30
O 3.142513 -2.615328 -0.024800 0.06 -0.32 -0.05
C 2.824016 -1.479429 -0.113825 -0.55 1.54 -0.16
C 1.702613 -0.892284 -0.970281 0.18 -0.89 -1.58
H 3.407030 -0.741868 0.498417 0.13 -0.13 0.10
H 1.042922 -0.170520 -0.507376 0.02 -0.17 0.81
H 1.226181 -1.755757 -1.432209 -0.53 0.09 0.33
H 2.100179 -0.349950 -1.848750 0.68 -0.10 0.53
```
Forces are in eV/Å.

E_LUMO (alpha / beta) in eV: -6.59 / -10.43
<S²>: 0.7575
Multiplicity: 2
Net charge: +1
Frontier orbital gap (alpha / beta) in eV: 5.88 / 2.05

natural (NBO) atomic charge list, values in e, 5 entries: number 1, C, carries -0.271; number 2, O, carries -0.726; number 3, H, carries 0.177; number 4, H, carries 0.193; number 5, H, carries 0.165

***

Entry 2:
ORCA calculation (wB97M-V/def2-TZVPD) on a molecular structure, ClFO4Sr at a distorted geometry.

```
7
Properties=species:S:1:pos:R:3:forces:R:3
Sr 2.184251 0.067897 1.568025 -0.82 -0.51 -0.83
F 0.678982 1.354751 1.479325 2.01 2.07 5.41
Cl -0.513854 -0.331856 -0.581534 -4.76 2.25 -4.32
O -1.852388 -0.035112 -0.825348 -4.71 -1.49 -0.66
O -0.089765 0.914605 -0.197248 3.34 2.18 -1.06
O -0.471269 -1.346473 0.396797 2.52 -2.16 2.31
O 0.064044 -0.623812 -1.840017 2.41 -2.33 -0.85
```
Forces are in eV/Å.

E_LUMO in eV: -2.34
Net charge: 0
Frontier orbital gap in eV: 5.77

Mulliken atomic charge list, values in e, 5 entries: number 1, Sr, carries 1.711; number 2, F, carries -0.793; number 3, Cl, carries 1.611; number 4, O, carries -0.724; number 5, O, carries -0.541

***

Question: Among the records above, which one has the lowest net charge?
Answer: ClFO4Sr